2 unconnected molecules or ions with the total composition C5H7N at a distorted geometry, computed with ωB97M-V/def2-TZVPD.

## Properties
Energy above the lowest of the compared OMol25 structures with the same formula, charge and spin: 851.1 kJ/mol
HOMO energy (spin up / spin down): -9.1515 / -8.3302 eV
Max |F|: 3.08 eV/A

Each line ends with the natural charge from an NBO analysis.
Cartesian coordinates (Å):
C 1.734 -0.276 0.750  0.23
C 1.134 -0.260 -0.851  0.30
C 0.216 0.056 0.218  -0.19
C -0.950 -0.920 0.305  -0.62
C -0.174 1.472 0.271  -0.63
N 2.427 -0.087 -0.322  -0.43
H -0.002 -1.983 -1.922  -0.04
H -0.797 -1.631 -0.733  0.20
H -1.891 -0.326 0.265  0.23
H -0.926 -1.713 1.076  0.25
H -0.647 1.832 -0.688  0.24
H 0.695 2.145 0.493  0.24
H -0.819 1.691 1.138  0.23